Molecular formula: C47H99N4O29P5
Method: DFT, wB97M-V/def2-TZVPD

**E**: -162136.930 eV
**Gap between HOMO and LUMO**: 9.83 eV
**Structure (SMILES)**: CCOP(=O)(OCC)OCC.CCOP(=O)(OCC)OCC.CCOP(=O)(OCC)OCC.CCOP(=O)(OCC)OCC.CCOP(=O)(OCC)OCC.O=C1OCCO1.O=C1OCCO1.O=C1OCCO1.CC#N.CC#N.CC#N.CC#N
**HOMO level**: -10.037 eV
**F_max**: 2.9 eV/A

Positions of all 184 atoms, in Å:
C -6.322418 -7.196893 -1.653897
C -5.398394 -8.069391 -2.536497
O -4.681739 -9.085308 -1.850787
P -3.081249 -9.178346 -1.803259
O -2.463305 -9.122033 -3.122810
O -2.826529 -10.576594 -1.095943
C -3.377237 -10.777727 0.227258
C -3.178603 -12.262832 0.573503
O -2.665544 -8.107397 -0.671873
C -2.139137 -6.876522 -1.151516
C -1.845588 -6.010119 0.074454
H -5.882222 -6.204614 -1.599143
H -7.355285 -7.163105 -1.989285
H -6.337681 -7.636034 -0.654063
H -5.946783 -8.453895 -3.394345
H -4.675884 -7.378834 -2.976179
H -2.721998 -10.211847 0.887103
H -4.429263 -10.523949 0.334281
H -2.495730 -12.730484 -0.134101
H -2.910468 -12.350577 1.626559
H -4.050032 -12.922514 0.504584
H -1.260628 -7.004921 -1.782842
H -2.883302 -6.303682 -1.716282
H -1.104892 -6.520339 0.694292
H -1.482866 -4.996895 -0.096475
H -2.766341 -5.914734 0.652351
C -0.743298 2.008153 -2.318864
C 0.243506 1.268592 -1.391672
O -0.318294 1.280998 -0.077521
P 0.704975 0.725942 1.038508
O 2.095694 1.156222 0.863907
O 0.139298 1.219915 2.495213
C 0.782581 2.390227 2.996999
C -0.054270 3.070426 4.067565
O 0.341065 -0.845936 1.152103
C 1.275331 -1.636108 1.885497
C 0.640143 -2.998522 2.149391
H -0.616646 3.053165 -2.006259
H -0.515764 1.991419 -3.377690
H -1.754779 1.806385 -1.969068
H 0.447911 0.297964 -1.851974
H 1.202760 1.779702 -1.485900
H 1.765955 2.113053 3.405439
H 1.154584 3.122177 2.272176
H 0.574061 3.863650 4.488322
H -0.838114 3.736879 3.695625
H -0.387505 2.382366 4.839174
H 2.157766 -1.780538 1.258140
H 1.517976 -1.234849 2.872559
H -0.374865 -2.856250 2.526172
H 0.512931 -3.626627 1.266977
H 1.179728 -3.568795 2.905447
C 5.259059 -5.214334 -4.520440
C 5.482299 -4.070505 -3.566156
O 4.775903 -4.315207 -2.341012
P 4.730856 -3.240999 -1.193235
O 5.394307 -3.645258 0.054156
O 5.290683 -1.857842 -1.764180
C 5.100549 -0.649929 -0.986437
C 6.464783 -0.257702 -0.440919
O 3.160352 -2.940237 -1.071563
C 2.434445 -2.593755 -2.212521
C 0.946212 -2.488772 -1.821467
H 4.209654 -5.160802 -4.829458
H 5.987412 -5.135717 -5.324122
H 5.311220 -6.208733 -4.077140
H 6.565027 -4.008910 -3.403223
H 5.226990 -3.105910 -4.008127
H 4.754433 0.145954 -1.658110
H 4.259169 -0.627580 -0.288951
H 7.176280 -0.434730 -1.243208
H 6.464591 0.784018 -0.130493
H 6.639889 -0.976621 0.361526
H 2.741127 -1.646076 -2.669890
H 2.484394 -3.328888 -3.025309
H 0.423805 -3.435637 -1.707039
H 1.063207 -1.973866 -0.866583
H 0.342280 -1.843938 -2.458934
C 0.419374 7.186952 6.230473
C -0.911049 6.691910 6.784385
O -0.765081 5.761820 7.868014
P -2.093328 5.404618 8.632699
O -2.822342 6.464654 9.345127
O -3.094598 4.695601 7.619348
C -2.658436 3.556229 6.834549
C -3.810507 3.070088 6.006767
O -1.602065 4.157742 9.537664
C -0.496485 4.466442 10.414621
C -0.054099 3.121918 11.002830
H 0.971194 6.388087 5.733747
H 0.271190 8.007321 5.530851
H 1.013102 7.565229 7.062550
H -1.340536 7.620315 7.180393
H -1.646940 6.380984 6.041545
H -1.682551 3.713815 6.373917
H -2.461296 2.782414 7.587064
H -4.779176 3.102722 6.507305
H -3.995608 3.824430 5.229498
H -3.677590 2.082547 5.572610
H 0.367239 5.010056 10.033039
H -0.927125 5.091088 11.205182
H 0.801587 3.315242 11.651225
H -0.876253 2.525106 11.375392
H 0.410513 2.652960 10.127726
C -0.189532 2.168218 -7.825127
C 0.109924 3.610178 -8.208003
O -0.644407 4.425156 -7.296055
P -0.680782 6.003985 -7.437276
O 0.557086 6.694105 -7.798772
O -1.262969 6.517186 -6.015000
C -0.928839 5.820647 -4.830782
C -1.985287 4.778284 -4.470674
O -1.876699 6.298236 -8.441451
C -3.121137 5.551915 -8.340251
C -3.695176 5.452730 -9.745121
H -1.251127 2.001693 -8.006778
H 0.238175 1.330209 -8.386192
H 0.253181 1.988298 -6.847362
H 1.165694 3.875990 -8.143179
H -0.126674 3.810747 -9.255559
H 0.017673 5.274106 -4.884554
H -0.750709 6.487593 -3.985218
H -2.212038 4.584794 -3.423732
H -2.948315 5.022847 -4.927319
H -1.700198 3.840512 -4.954143
H -2.963152 4.597559 -7.843500
H -3.775708 6.151896 -7.706661
H -3.825315 6.432373 -10.203112
H -3.042733 4.808634 -10.330337
H -4.722656 5.085529 -9.706832
O 2.284064 4.056484 6.398940
C 2.665461 2.942165 6.259183
O 1.923893 1.874547 6.519527
C 2.617457 0.660888 6.304403
C 4.054775 1.142393 6.018768
O 3.904118 2.559852 5.837274
H 2.580220 0.130724 7.253255
H 2.178612 0.156510 5.443123
H 4.544059 0.801722 5.109198
H 4.685378 0.913928 6.879058
O 2.601556 2.941384 -3.565194
C 2.780222 3.915882 -4.210794
O 3.491273 5.012106 -3.858826
C 3.812078 5.761872 -5.024037
C 2.607060 5.381969 -5.891361
O 2.277888 4.083174 -5.460013
H 3.813090 6.826019 -4.814616
H 4.728742 5.372652 -5.468779
H 2.800796 5.562191 -6.953622
H 1.788340 6.106930 -5.865933
O 2.410110 -7.933630 3.635651
C 2.969440 -6.995626 3.163351
O 2.364101 -5.973935 2.502943
C 3.368141 -5.327471 1.725076
C 4.599231 -5.533290 2.613021
O 4.294638 -6.796244 3.206540
H 3.445811 -5.735287 0.718493
H 3.283047 -4.243685 1.652224
H 4.664604 -4.710423 3.326022
H 5.529482 -5.585838 2.055676
C -2.514632 3.421844 0.846694
C -2.432117 4.833300 0.609835
N -2.330198 5.971998 0.525546
H -3.524469 3.093015 1.095113
H -1.839850 3.177981 1.670399
H -2.195764 2.762383 0.041918
C -4.584333 1.055940 -1.733637
C -6.022994 1.222542 -1.909520
N -7.153968 1.335180 -2.048960
H -4.119853 0.547097 -2.578936
H -4.295956 0.553021 -0.814627
H -4.177290 2.069967 -1.764945
C -1.343827 -1.966284 5.042705
C -2.164479 -0.843137 5.559552
N -2.829994 -0.027034 6.011246
H -0.685965 -1.494859 4.317433
H -2.085573 -2.675404 4.682902
H -0.801155 -2.381329 5.889122
C 0.697624 -0.392797 -5.726529
C -0.713878 -0.238957 -5.293581
N -1.793451 -0.176438 -4.909552
H 1.066857 -1.155658 -5.036876
H 1.348593 0.458642 -5.539398
H 0.693123 -0.680770 -6.772489

Forces on atoms 1 to 6 (eV/Å):
C 0.7 -0.9 0.4
C 0.1 1.5 -0.7
O -0.1 -0.5 0.6
P -0.8 -0.9 0.0
O 0.4 0.7 0.1
O -1.0 0.9 -0.1